# 1
ORCA calculation (ωB97M-V/def2-TZVPD) on a structure of composition C15H30IrN2O4P2.

The calculation puts the relative energy (zero: lowest compared OMol25 entry of this formula, charge and spin) at 5.020 eV. As for the spin multiplicity: 6.

Each line ends with the Löwdin charge.
Positions of all 54 atoms, in Å:
Ir -0.2256 -0.0732 -0.0447  1.07
P -1.8831 -1.4826 0.7764  0.64
P 2.0548 1.5340 -0.4801  0.74
N -0.1051 -0.6407 -1.6894  -0.27
H -0.9509 1.3664 0.1214  0.02
C -3.6154 -0.8776 0.8193  -0.26
H -4.3101 -1.6793 1.1056  0.04
H -3.8886 -0.5183 -0.1806  0.05
H -3.7289 -0.0461 1.5257  0.03
C -1.6788 -2.2685 2.4232  -0.25
H -2.5393 -2.9080 2.6534  0.05
H -1.5724 -1.5243 3.2229  0.03
H -0.7740 -2.8890 2.4118  0.05
C -1.9985 -2.9214 -0.3316  -0.28
H -2.7793 -3.6087 0.0121  0.05
H -1.0366 -3.4446 -0.3498  0.04
H -2.2354 -2.5852 -1.3464  0.04
C 1.5985 3.2445 -0.8328  -0.22
H 2.5162 3.7849 -1.0954  0.05
H 1.1154 3.7226 0.0373  0.03
H 0.9129 3.2879 -1.6906  0.05
C 3.2605 1.5886 0.8002  -0.25
H 4.0583 2.2953 0.5385  0.06
H 3.6581 0.5972 1.0240  0.06
H 2.8488 1.9622 1.7690  0.02
C 2.9115 0.8664 -1.9612  -0.24
H 3.7363 1.5536 -2.1137  0.03
H 2.2150 0.8750 -2.7882  0.03
H 3.2438 -0.1348 -1.7161  0.04
C -0.0600 -1.3026 -2.9479  -0.38
C -0.9025 -1.4812 -5.1476  -0.10
C -0.9479 -0.8456 -3.9297  -0.06
C 0.8549 -2.3498 -3.1238  -0.06
C 0.8684 -2.9544 -4.3600  -0.10
C -0.0023 -2.5305 -5.3727  -0.10
H -1.5781 -1.1522 -5.9304  0.10
H -1.6224 -0.0200 -3.6922  0.11
H 1.5060 -2.6415 -2.2975  0.11
H 1.5666 -3.7680 -4.5348  0.10
H 0.0204 -3.0200 -6.3428  0.09
C -0.2277 1.0005 3.2345  -0.55
O 0.1720 0.1068 2.4370  -0.17
C -1.5983 1.4802 3.0327  -0.05
H -1.8769 2.3466 3.6663  0.10
H -2.2886 0.6525 3.2801  0.08
H -1.7995 1.7489 1.9715  0.06
C 0.5790 1.3705 4.3822  -0.06
H 0.6475 2.4489 4.5752  0.09
H 1.5692 0.9319 4.3040  0.10
H 0.0462 0.9322 5.3338  0.14
O 2.1284 2.8358 3.0770  0.00
N 0.9704 2.6476 2.6332  -0.28
O 0.2166 3.3974 2.0210  0.05
O 0.9507 1.0898 1.1103  -0.68

---

# 2
ORCA calculation (ωB97M-V/def2-TZVPD) on a structure of composition C3H4NdO4.

As for the net charge: +1. As for the spin multiplicity: 4.

Each line ends with the Löwdin charge.
Positions of all 12 atoms, in Å:
O 0.3092 1.4359 1.8906  0.07
C 1.1480 0.4327 2.1694  -0.62
C -0.6524 0.9836 0.9062  -0.18
O 1.8720 0.4248 3.1372  0.16
O 1.0085 -0.5666 1.3148  -0.02
C 0.0754 -0.1415 0.1975  -0.29
H -0.9033 1.8208 0.2455  0.14
H -1.5483 0.6669 1.4598  0.12
H 0.7555 0.3079 -0.5480  0.09
O -2.3758 -1.0465 -2.5736  -0.50
H -2.1160 -0.3659 -3.1931  -0.01
Nd -1.2232 -2.1688 -1.0175  2.05

---

# 3
ORCA calculation (ωB97M-V/def2-TZVPD) on the ion C2H2N3S2 with charge +1.

The calculation puts the relative energy (zero: lowest compared OMol25 entry of this formula, charge and spin) at 3.586 eV. As for the net charge: +1. As for the spin multiplicity: 1.

Each line ends with the Löwdin charge.
Positions of all 9 atoms, in Å:
C -0.3388 -1.1926 0.1935  -0.04
C 0.9234 -1.2863 0.5414  -0.28
N -2.1751 0.1581 -0.3521  -0.50
N 0.8910 1.1620 -0.0407  -0.25
N -1.0926 -0.2196 -0.0250  -0.03
S 1.9997 0.1691 0.4083  1.16
S -2.8674 1.3678 -0.9432  0.88
H 1.4092 -2.1340 0.7089  0.02
H 1.2506 1.9756 -0.4911  0.03

---

# 4
ORCA calculation (ωB97M-V/def2-TZVPD) on the ion C5H11N2O with charge +1.

The calculation puts the relative energy (zero: lowest compared OMol25 entry of this formula, charge and spin) at 2.031 eV. As for the net charge: +1. As for the spin multiplicity: 1.

Each line ends with the Löwdin charge.
Positions of all 19 atoms, in Å:
O 0.3981 -0.8703 3.5013  0.11
C 0.4959 -0.4077 2.4090  -0.28
C 0.9326 -1.1801 1.1743  -0.15
C -0.2029 -1.3321 0.1262  -0.16
C -0.7870 -0.0713 -0.5185  -0.17
N -1.0396 1.5303 -2.8414  0.18
C 0.1277 1.5046 -2.2015  -0.09
N 0.2406 0.7563 -1.1338  0.09
H 0.3221 0.6583 2.1379  0.12
H 1.8513 -0.7330 0.7869  0.11
H 1.1598 -2.2196 1.4220  0.13
H 0.3110 -1.8989 -0.6572  0.12
H -1.0261 -1.9056 0.5321  0.13
H -1.2880 0.5946 0.2089  0.14
H -1.7213 -0.3599 -1.0092  0.13
H -1.6675 0.7595 -3.0327  0.14
H -1.2515 2.3481 -3.3821  0.13
H 0.9623 2.0328 -2.6440  0.17
H 1.1839 0.5051 -0.8469  0.16

---

# 5
ORCA calculation (ωB97M-V/def2-TZVPD) on a cluster of 4 separate species, CH10NO3 in total.

The calculation puts the relative energy (zero: lowest compared OMol25 entry of this formula, charge and spin) at 1.323 eV. As for the net charge: +2. As for the spin multiplicity: 2.

Each line ends with the Löwdin charge.
Positions of all 15 atoms, in Å:
C -0.9856 -1.3263 0.3443  0.17
N -1.3152 -0.0942 0.4483  0.18
H -0.1390 -1.4849 -0.3069  0.09
H -1.4859 -2.0494 0.9770  0.14
H -1.7777 0.2830 1.2726  0.16
H -0.6138 0.5845 0.0759  0.09
H 0.0596 3.5017 0.5202  0.15
H -0.5246 4.7394 -0.3962  0.18
O 0.0765 3.9562 -0.3507  0.35
H 1.1335 1.5731 -0.6788  0.07
H 2.0461 0.8635 0.2288  0.11
O 1.1177 0.8240 -0.0619  -0.03
H 1.3843 -4.0918 -0.2494  0.12
H 0.2222 -3.8855 -1.2170  0.11
O 0.8018 -3.3932 -0.6062  0.10

---

# 6
ORCA calculation (ωB97M-V/def2-TZVPD) on a structure of composition C6H10O2.

The calculation puts the relative energy (zero: lowest compared OMol25 entry of this formula, charge and spin) at 8.689 eV. As for the spin multiplicity: 1.

Each line ends with the Löwdin charge.
Positions of all 18 atoms, in Å:
C 2.0626 0.1694 -0.1643  -0.08
C 0.7352 -0.8354 -0.0910  -0.21
C -0.5741 -0.4568 -1.0674  -0.31
C -1.4201 -0.8872 0.1172  -0.12
C -0.3436 -0.5387 1.0422  -0.24
C -0.7299 1.5238 -0.0311  -0.22
H 2.8798 -0.6829 0.2843  0.06
H 2.6251 0.8792 -1.2403  0.15
H 1.6921 1.3008 1.1816  0.25
H 0.7655 -2.0003 -0.1412  0.15
H -0.5913 -1.0285 -1.9471  0.13
H -1.7266 -1.9266 0.1232  0.12
H -2.5299 -0.5141 0.3455  0.17
H 0.0016 -1.0834 1.7934  0.10
H -1.8184 1.7179 -0.0410  0.13
H -0.3124 2.5515 -0.2075  0.15
O -0.2400 0.9612 1.2436  -0.15
O -0.4755 0.8502 -1.1999  -0.07

---

# 7
ORCA calculation (ωB97M-V/def2-TZVPD) on an isolated molecule of C4H5NO.

The calculation puts the relative energy (zero: lowest compared OMol25 entry of this formula, charge and spin) at 3.739 eV. As for the spin multiplicity: 1.

Each line ends with the Löwdin charge.
Positions of all 11 atoms, in Å:
C 0.3822 1.2838 -0.1001  -0.02
C -0.5687 0.1291 1.0148  -0.10
C 0.6571 -0.4046 0.5471  -0.26
N 0.4934 -1.4603 -0.3798  0.10
C -0.7823 -1.4918 -0.5087  -0.20
O -1.4798 -0.5912 0.2042  -0.05
H -0.5594 1.6652 -0.4975  0.08
H 0.8152 2.0069 0.5901  0.08
H 1.0550 1.1096 -0.9472  0.09
H 1.6221 -0.2771 1.0260  0.13
H -1.3526 -2.1727 -1.1333  0.14

---

Number 1: E_tot -48615.25539 eV, largest force on an atom 5.6 eV/Å. Number 2: E_tot -26633.00403 eV, largest force on an atom 4.2 eV/Å. Number 3: E_tot -28232.98782 eV, largest force on an atom 4.1 eV/Å. Number 4: E_tot -10383.57391 eV, largest force on an atom 2.5 eV/Å. Number 5: E_tot -8808.90115 eV, largest force on an atom 1.9 eV/Å. Number 6: E_tot -10470.48106 eV, largest force on an atom 5.6 eV/Å. Number 7: E_tot -7762.78772 eV, largest force on an atom 0.4 eV/Å.